191
Properties=species:S:1:pos:R:3 method="wB97M-V/def2-TZVPD" largest_force_ev_per_a=6.69 lumo_energy_ev=0.0 orbital_gap_ev=9.20
P -2.07036 -8.89425 3.77285
P -7.82277 3.60119 -3.59819
P -0.07472 0.17239 0.94475
P 2.17044 -3.76236 -7.27972
P 6.75541 9.03255 -2.92561
P -7.72491 -1.34357 4.96543
P 8.19088 -8.96995 2.49116
O -7.99039 -2.80091 4.24282
O 6.29109 9.23280 -1.39169
O -2.54011 -9.90319 4.93355
O -0.26395 -1.30468 0.36212
O -4.09511 -5.16159 -1.77895
O -2.27411 9.18323 5.20444
O 1.53423 -2.66026 -8.12506
O 5.64008 -1.95313 4.61343
O 4.09330 3.48654 -8.43679
O -0.63012 -9.07722 3.35866
O 3.44595 -4.52186 -7.90756
O 8.15090 9.31040 -3.26749
O -1.38279 0.98870 0.32534
O -7.39209 5.12708 -3.07923
O -0.41560 5.42544 -5.25035
O 1.12445 0.78767 0.09060
O -9.06968 -1.01231 5.87161
O 8.29855 -10.45635 2.47941
O -3.18162 -9.24822 2.55335
O -8.56688 2.98734 -2.31671
O 5.71187 9.84535 -3.83631
O -6.81517 2.69897 -4.19209
O 7.02963 -8.44090 1.44052
O -2.46817 -7.43915 4.38458
O -6.62988 -1.63921 6.23567
O -7.44281 -0.17516 4.03202
O 9.53322 -8.20915 2.01895
O 0.92321 3.02538 9.76648
O 6.34839 7.44667 -3.15249
O 0.02694 0.30890 2.41645
O -9.00338 3.84691 -4.64786
O 7.82202 -8.25943 3.98239
O 1.17078 -4.95158 -6.92280
O 2.69913 -3.31183 -5.87352
N 6.43166 -0.26968 3.30803
N 5.41687 4.85589 -7.16892
N -1.65992 4.37879 -6.64454
N 0.35049 2.18891 7.83397
N -4.13236 7.91656 5.03153
N -3.14529 -3.58127 -3.17092
C 4.36684 9.38467 -3.92807
C 2.23075 1.15187 8.90002
C -9.00958 1.68971 -2.13326
C 3.49402 -4.98450 -9.26836
C -2.57103 1.01039 1.04971
C -2.36744 -5.82828 -3.46556
C -3.88606 -2.41060 -2.82288
C 1.12757 2.18071 8.89192
C -7.95896 -3.05766 2.88687
C 4.35285 3.07214 -6.12884
C -10.20888 4.35429 -4.22614
C 6.96501 6.38501 -2.36714
C 6.44688 10.48003 -0.76802
C -3.85575 7.16487 3.85690
C -1.12315 5.43034 -6.18394
C -1.28107 6.78433 -6.90349
C 5.50850 0.76155 3.58451
C -9.52112 0.32049 6.11875
C -0.07353 -2.40998 1.23687
C -3.28241 8.75292 5.70701
C -2.05113 -7.12406 5.70629
C -1.74486 -11.01333 5.38905
C -0.74309 3.12065 7.50857
C -3.65114 9.06819 7.09778
C 8.41826 -8.46792 5.16072
C -4.57187 -8.89850 2.72869
C -1.50231 3.10277 -6.01512
C -3.26466 -4.81400 -2.69880
C 4.59123 3.88030 -7.37459
C 5.65237 -8.36396 1.83367
C -6.11221 5.32719 -2.57278
C -5.22860 -1.58688 6.09201
C 1.92117 -2.42083 -5.15453
C 7.61627 -2.48487 3.33063
C 1.28266 2.13125 -0.33168
C 6.47056 -1.52256 3.81113
C 10.03990 -8.13269 0.65319
C 5.83162 5.66002 -8.27461
C 0.31143 -5.35527 -7.95856
H -3.09999 8.62234 7.92575
H -7.85408 -4.14222 2.91612
H 7.76839 6.55194 -1.64964
H 2.63765 -4.68123 -9.87065
H 5.22704 -7.52254 1.28667
H -2.06048 6.83064 -7.66407
H -1.74568 -11.09632 6.47588
H -3.31631 -1.48600 -2.91555
H -2.51553 1.34094 2.08690
H -5.01954 -8.57546 1.78883
H 9.32842 -9.02789 4.94592
H 5.61993 1.70812 3.05566
H 3.10859 1.47442 9.45989
H 10.19608 -7.08085 0.41372
H 4.51956 0.44346 3.25448
H -4.72650 8.90946 7.17844
H -5.49270 4.72267 -3.23525
H -0.90362 3.97864 8.16140
H -1.10023 3.01476 -5.00582
H -1.29380 -7.81894 6.06919
H 7.94251 -9.24189 5.76300
H -5.09241 -1.88618 5.05279
H 5.07611 -9.22325 1.49066
H -8.31235 1.19960 -1.45373
H -3.41385 10.10971 7.31466
H 5.48154 5.20031 -6.22166
H -9.46585 0.42656 7.20217
H 7.18489 5.47140 -2.91948
H 0.89627 2.30166 -1.33655
H 6.37455 6.50531 -7.85174
H -4.68419 -2.31563 6.69256
H -7.13254 -2.71234 2.26569
H -5.98054 4.84710 -1.60311
H 0.69747 2.72700 0.36884
H 1.04917 -1.99879 -5.65413
H -1.63746 2.49943 7.46089
H 5.33660 0.99104 4.63612
H 0.77728 -2.31179 1.91110
H -5.02535 -9.80262 3.13492
H 4.18040 8.89007 -4.88134
H -1.60586 -6.14146 5.86226
H 4.16848 -4.46232 -9.94699
H 8.25900 -2.89988 4.10700
H 7.06152 11.13045 -1.39032
H -2.56083 2.84470 -5.98300
H 0.82962 -6.21463 -8.38411
H -4.79287 -8.02899 3.34774
H 3.30509 2.79542 -6.01161
H -9.97222 4.82342 -3.27115
H 9.44096 -8.62226 -0.11473
H -10.00135 1.57412 -1.69608
H -1.44988 7.54992 -6.14621
H 5.56115 11.02367 -0.43933
H 5.39221 -8.23632 2.88444
H 6.06317 6.11659 -1.81693
H 1.54791 -3.06746 -4.36039
H -0.90621 -2.82739 1.80300
H -0.52037 3.57418 6.54274
H -3.11858 7.81411 3.38449
H -3.25860 1.67483 0.52639
H 7.05460 10.23579 0.10326
H 11.02753 -8.53659 0.43057
H 8.19893 -2.03182 2.52854
H -10.98468 3.60305 -4.07821
H -9.00607 1.09207 -3.04480
H 3.71551 -6.05174 -9.26172
H 4.05753 8.70781 -3.13165
H 4.97084 6.00638 -8.84664
H -2.43358 -6.73053 -2.85756
H -2.83304 -3.54900 -4.13090
H -2.06882 -11.95564 4.94722
H 2.52618 1.02644 7.85835
H 7.30666 0.01749 2.89329
H -4.86212 -2.39091 -3.30766
H 2.52169 -1.70726 -4.59035
H -3.60741 6.10579 3.92607
H -4.79680 -0.58755 6.14672
H -5.89285 6.39425 -2.53591
H 0.56305 1.42046 7.21398
H 0.24249 -4.67383 -8.80649
H 3.69087 10.23327 -3.82303
H -10.52824 5.09193 -4.96235
H -2.15641 4.33730 -7.52311
H 6.62918 5.14522 -8.81031
H -0.73977 -10.96907 4.96959
H -4.11476 -2.50799 -1.76160
H 1.84710 0.23628 9.35016
H -2.67047 -6.19407 -4.44662
H 4.67736 3.66559 -5.27408
H -8.85439 1.04700 5.65426
H 0.32911 -3.17062 0.56797
H 2.34288 2.37920 -0.28130
H -0.66194 -5.71675 -7.62694
H 4.94593 2.15996 -6.19432
H -1.36637 -5.41449 -3.34416
H -5.05947 7.77760 5.40739
H -8.93407 -2.88503 2.43140
H -4.61691 7.21797 3.07849
H -10.53271 0.52719 5.76938
H -1.03059 2.50531 -6.79526
H 6.99079 -3.25910 2.88627
H -0.38673 7.11764 -7.42996
H -3.00472 0.01421 1.13724
H -2.95431 -7.32460 6.28262
H 8.50048 -7.50968 5.67366